1.
Formula: C18H52N4O10S
Source: the OMol25 dataset
Level of theory: ωB97M-V/def2-TZVPD

The geometry in XYZ format:
```
85
Properties=species:S:1:pos:R:3:forces:R:3
N 1.4399 3.2138 2.5498 0.216 0.439 -2.348
H 0.4655 2.8186 2.5965 -0.003 -0.784 0.773
H 1.4251 3.4384 1.4928 0.297 0.240 0.369
H 2.3282 2.5616 2.5150 -0.594 -0.404 0.756
H 1.5529 4.1039 3.0131 0.000 -0.095 0.249
N 0.4240 1.2937 0.0518 -0.376 -1.893 0.754
H 0.9675 2.0986 -0.3085 -0.278 0.747 -0.014
H 1.1017 0.6098 0.4707 -0.272 0.262 -0.382
H -0.1772 0.8118 -0.6122 0.404 0.088 -0.286
H -0.1936 1.5114 0.8758 0.086 0.674 0.084
S 2.7409 0.1757 2.0998 -1.350 -1.257 1.144
O 3.4123 1.4886 2.3381 0.354 0.581 0.194
O 2.9011 -0.1744 0.6569 0.134 -0.313 0.180
O 3.2382 -0.8606 3.0348 0.881 0.181 -0.832
O 1.2824 0.3145 2.3868 0.518 0.467 -0.424
C 0.5333 5.7068 0.4604 -0.177 0.724 -0.252
C 1.0394 4.7800 -0.6635 -0.108 0.943 -0.377
C 2.0661 5.5553 -1.5221 0.414 -0.297 -0.161
O 1.5362 3.6128 -0.2208 0.132 0.169 0.178
H 1.3695 6.1403 1.0240 0.010 -0.461 0.263
H -0.1927 5.1938 1.0925 0.245 -0.037 0.184
H 0.0172 6.5994 0.0661 -0.025 -0.234 -0.194
H 0.1647 4.6938 -1.3695 -0.071 -0.318 0.161
H 2.4100 4.8609 -2.2962 -0.062 0.147 -0.092
H 2.9647 5.8180 -0.9502 -0.167 -0.010 0.176
H 1.6723 6.4654 -1.9923 -0.107 -0.052 0.037
C -3.4551 2.6798 1.8530 -0.160 0.248 0.158
C -2.0186 3.1535 2.1750 0.214 -0.739 -0.474
C -2.0267 4.0434 3.4300 -0.449 1.312 -0.871
O -1.1459 2.1122 2.2579 0.164 0.355 0.101
H -3.9141 2.2280 2.7400 0.021 -0.103 -0.073
H -3.4378 1.9453 1.0460 0.120 -0.062 0.057
H -4.0843 3.5219 1.5266 -0.024 -0.037 0.096
H -1.7575 3.8180 1.3076 -0.104 0.188 0.187
H -2.0463 3.5215 4.3830 0.029 -0.265 -0.081
H -2.8937 4.7239 3.3366 -0.073 -0.212 0.371
H -1.1945 4.7561 3.3813 0.306 -0.375 0.290
C -3.4047 -4.2281 1.6448 -0.206 -0.557 -0.995
O -2.4580 -3.2988 2.0307 0.141 0.008 0.150
C -1.6201 -2.9026 0.9626 0.809 0.617 -0.613
C -0.3751 -2.1726 1.4956 -0.795 1.155 0.882
N 0.1336 -2.6629 2.7742 0.504 -1.044 -1.158
C 0.9762 -3.8979 2.6784 -1.715 0.690 0.623
C 1.9978 -3.7907 1.5775 0.440 1.031 0.775
O 1.4540 -4.0342 0.2884 0.121 -0.246 -0.403
C 1.1753 -5.3798 0.0274 -0.329 -0.094 -0.076
H -4.0167 -4.5344 2.4900 -0.016 0.180 0.121
H -2.9443 -5.1326 1.2043 0.130 0.026 0.278
H -4.0404 -3.8557 0.8229 -0.179 0.181 0.286
H -2.1199 -2.1774 0.3037 -0.325 -0.131 0.096
H -1.3477 -3.7489 0.3099 -0.066 -0.288 0.372
H -0.6414 -1.1315 1.7182 -0.196 -0.081 -0.086
H 0.3571 -2.0615 0.7042 0.232 -0.264 0.182
H -0.6956 -2.9092 3.3023 0.136 0.111 0.250
H 0.3075 -4.7689 2.5320 0.347 -0.216 -0.042
H 1.3700 -3.9354 3.6964 0.667 -0.491 -0.287
H 2.8948 -4.3949 1.7653 -0.200 -0.357 -0.143
H 2.3550 -2.7521 1.6227 -0.023 -0.059 -0.360
H 1.8661 -6.0151 0.5925 -0.056 -0.236 -0.193
H 1.2442 -5.5692 -1.0494 0.400 0.136 0.041
H 0.1368 -5.6674 0.2643 0.132 0.096 0.387
C -1.7565 2.0826 -2.4761 -0.585 0.044 -0.109
O -1.2479 0.7925 -2.2530 0.146 0.013 -0.161
C -1.6101 -0.1632 -3.2295 -0.296 0.926 0.447
C -1.3737 -1.5143 -2.6111 -0.329 -0.847 -0.202
N -0.1127 -1.6390 -1.9343 0.438 0.454 0.240
C 1.0789 -1.2050 -2.6103 0.574 -0.265 -0.892
C 1.4050 -1.9440 -3.9097 0.766 -0.423 -0.088
O 1.4356 -3.3351 -3.6305 -0.303 -0.036 0.377
C 1.8854 -4.1348 -4.6738 0.392 0.177 -0.179
H -1.8194 2.3096 -3.5485 0.331 0.111 0.010
H -1.1331 2.8021 -1.9499 0.088 0.013 -0.065
H -2.7847 2.1643 -2.0937 0.070 -0.037 0.085
H -1.0815 0.0594 -4.1669 0.168 -0.261 0.029
H -2.6848 -0.0297 -3.4219 -0.003 -0.314 -0.233
H -1.5412 -2.3096 -3.3630 -0.002 0.208 -0.175
H -2.1765 -1.6356 -1.8783 0.100 -0.110 0.122
H 0.0881 -2.5670 -1.5857 -0.426 -0.048 0.159
H 1.9298 -1.4119 -1.9594 -0.114 0.177 0.267
H 1.1306 -0.1409 -2.8596 -0.407 0.084 0.375
H 2.4257 -1.6392 -4.1977 -0.147 0.118 -0.154
H 0.7514 -1.7810 -4.7797 -0.224 0.224 0.195
H 1.8447 -5.1636 -4.3204 -0.159 -0.087 -0.195
H 2.9339 -3.9224 -4.9431 -0.059 0.085 0.094
H 1.2933 -3.9875 -5.5895 -0.118 -0.194 0.062
```
Forces are in eV/Å.

For the highest occupied orbital energy, the calculation gives -0.047 hartree. As for the net charge: -2. The relative energy (zero: lowest compared OMol25 entry of this formula, charge and spin) comes out at 0.0 kcal per mole. Its spin multiplicity is 1. The frontier orbital gap comes out at 5.29 eV.


2.
Formula: C18H52O14
Source: the OMol25 dataset
Level of theory: ωB97M-V/def2-TZVPD

The geometry in XYZ format:
```
84
Properties=species:S:1:pos:R:3:forces:R:3
C 3.1498 2.3886 2.0252 8.301 -0.081 -1.661
C 3.7988 1.1386 2.7192 -1.622 0.103 -0.085
C 5.2708 1.0076 2.4042 -2.687 0.618 -3.126
O 3.7328 1.1356 4.1542 -1.372 -1.045 1.257
H 2.2288 2.4786 2.2812 -6.021 0.769 1.643
H 3.2208 2.1496 0.8892 -0.052 0.779 1.868
H 3.7998 3.3306 2.3212 -1.481 -1.613 -0.865
H 3.0588 0.3906 2.3152 1.374 -0.362 0.405
H 5.3368 0.8236 1.3442 0.079 -1.181 -0.728
H 5.7078 0.2796 2.9662 1.566 -1.663 1.476
H 5.7258 1.9436 2.3032 0.955 1.681 1.338
H 3.3038 0.3126 4.5742 0.921 1.963 -1.554
C -1.6462 0.6006 -0.8938 4.195 -3.086 2.541
C -0.0302 0.7406 -0.6908 -1.182 -3.153 -3.372
C 0.3478 2.1206 -0.8408 5.062 1.068 1.496
O 0.3498 0.2056 0.4892 -2.930 3.271 4.377
H -1.7902 -0.4314 -0.4638 -0.592 1.124 -0.532
H -2.0872 0.7466 -1.8018 -0.595 0.195 -2.765
H -1.9552 1.3486 -0.2638 -1.475 1.482 1.883
H 0.5448 0.0266 -1.3658 -1.009 1.287 -0.652
H 0.0548 2.3886 -1.7968 -0.439 1.271 -1.820
H 1.6108 2.2326 -0.7308 -3.451 -0.193 -0.496
H -0.0342 2.7496 -0.0488 -0.310 0.235 0.022
H 0.9208 -0.4814 0.4552 2.605 -3.585 -0.685
O -6.9192 -2.3534 -0.5598 -0.198 1.237 1.069
C -6.0052 -1.2224 -0.4268 0.676 -3.983 2.279
C -5.5232 -1.2734 1.1362 -0.796 0.799 0.024
O -4.4932 -0.3124 1.3282 -1.924 0.779 0.592
H -7.2202 -2.2974 -1.4528 -0.602 -0.262 -0.871
H -5.3862 -1.4614 -1.3138 1.132 1.028 1.132
H -6.3652 -0.2574 -0.3888 -1.569 2.059 -0.928
H -5.0742 -2.2064 1.5022 -0.847 -0.364 -0.417
H -6.3712 -0.9214 1.8702 1.175 -1.054 -1.850
H -3.8372 -0.7644 0.8672 2.859 -0.246 -0.914
O -3.6862 -4.1964 -3.1188 3.614 -3.515 8.540
C -2.4352 -3.6994 -2.6138 0.146 -3.126 -1.290
C -2.5482 -3.7184 -1.1228 -1.036 1.608 0.825
O -1.4212 -3.2724 -0.4478 -6.201 7.911 1.229
H -4.0082 -3.8484 -3.8108 -3.207 4.427 -8.048
H -1.6742 -4.4704 -3.1048 -0.820 1.787 1.598
H -2.1282 -2.7184 -2.7498 0.171 2.111 -1.724
H -2.7072 -4.7104 -0.8858 -1.113 -2.093 1.159
H -3.3022 -2.9884 -0.6828 0.046 -1.361 -1.268
H -0.8362 -3.8464 -0.5468 8.389 -7.754 -1.126
O -3.3862 -2.0174 4.1202 -0.719 0.855 -0.313
C -2.0482 -2.2564 3.9132 1.784 -2.857 -0.471
C -1.5712 -1.9414 2.4602 -4.202 -0.071 0.795
O -1.8382 -0.5424 2.2212 1.591 0.267 -0.867
H -3.4962 -1.3164 3.4972 -1.378 1.467 -0.481
H -1.4162 -1.9094 4.6722 0.947 1.709 1.126
H -2.0282 -3.3154 4.1672 0.820 -0.698 -0.804
H -2.2692 -2.6734 1.8982 0.782 1.537 0.029
H -0.6302 -2.0994 2.0752 2.452 -1.091 0.110
H -0.9972 -0.1264 1.7972 -1.941 -1.060 0.819
O 3.5508 2.1606 -4.2888 -0.318 1.424 3.214
C 3.3028 0.8376 -3.8338 0.996 -1.475 -1.413
C 2.8448 0.1146 -5.1058 -0.543 2.866 -0.520
O 2.6208 -1.2144 -4.8858 -4.165 -3.281 -2.190
H 3.7918 2.5306 -3.3768 -0.282 0.314 -2.346
H 4.3608 0.5076 -3.7008 -1.032 -0.743 1.405
H 2.4918 0.7196 -3.0118 1.673 0.218 -1.054
H 3.5318 0.2966 -5.9498 0.322 -0.150 0.495
H 2.0028 0.7966 -5.3698 -0.397 -1.087 -0.163
H 1.7858 -1.6084 -5.5168 3.702 1.912 2.661
O -2.7582 5.9216 1.3062 -1.527 1.776 -1.462
C -1.5462 5.3226 0.8192 -0.478 0.440 -1.137
C -0.4522 5.9756 1.5862 1.817 -1.404 3.884
O 0.9588 5.6956 1.2032 -1.937 0.604 -0.312
H -3.1392 6.7216 0.7212 1.837 -2.997 1.741
H -1.5542 4.2216 0.8702 -0.346 0.447 0.564
H -1.4482 5.5256 -0.2308 0.198 0.211 -0.752
H -0.5032 5.5306 2.6672 -0.297 0.750 -1.658
H -0.7422 7.0176 1.7722 0.736 0.122 -0.696
H 1.4218 5.5596 2.0352 -0.020 0.022 -0.164
O 5.2948 -2.5014 -1.0938 -4.037 2.341 -2.077
C 4.1138 -2.6214 -0.2208 2.551 -1.162 -0.024
C 3.0528 -1.7154 -0.6708 0.126 0.364 0.018
O 1.8548 -2.0574 0.0022 -0.856 -2.375 -0.598
H 5.7798 -3.0044 -0.5498 4.187 -2.807 2.161
H 3.7378 -3.6674 -0.3258 0.234 0.422 0.442
H 4.6278 -2.4374 0.7842 -1.863 -0.163 -0.703
H 3.0118 -1.7234 -1.7748 -0.299 -0.101 0.360
H 3.3468 -0.7384 -0.3388 -0.298 0.874 -0.013
H 1.6648 -3.0554 -0.1638 0.441 2.710 0.416
```
Forces are in eV/Å.

For the highest occupied orbital energy, the calculation gives -0.347 hartree. As for the net charge: 0. The relative energy (zero: lowest compared OMol25 entry of this formula, charge and spin) comes out at 245.2 kcal per mole. Its spin multiplicity is 1. The frontier orbital gap comes out at 9.33 eV.


3.
Formula: C18H53AlO12P3S6
Source: the OMol25 dataset
Level of theory: ωB97M-V/def2-TZVPD

The geometry in XYZ format:
```
93
Properties=species:S:1:pos:R:3:forces:R:3
C 1.8303 -3.8534 -1.2394 -0.090 0.024 -0.054
P 1.0743 -2.2591 -0.7662 -0.121 0.771 0.519
O 1.0874 -1.4680 -2.3015 -0.261 -0.209 -0.279
Al -1.2649 -2.5652 -0.4516 -0.059 -0.950 -0.266
C -1.6940 -3.3954 1.3179 -0.065 0.375 -0.149
C -2.0185 -3.5599 -2.0299 -0.106 0.232 0.123
C -3.5404 -3.4374 -2.2230 0.114 -0.344 -0.336
C -4.2760 -4.7907 -2.2063 0.003 0.108 -0.122
C -4.4164 -5.3666 -0.8311 0.672 -1.288 0.920
O -3.8892 -6.3876 -0.4174 -0.958 1.324 -0.769
O -5.2495 -4.6615 0.0012 0.467 -0.215 0.188
P -2.0045 -0.2897 -0.3392 0.606 0.406 0.357
P -2.6073 0.3030 -2.3124 -1.000 -0.387 0.031
O -3.7476 -0.4268 -2.9196 0.441 0.346 0.088
O -2.7548 1.8961 -2.3328 -0.221 -0.261 0.065
O -1.2380 0.2336 -3.1405 0.164 -0.102 -0.151
H 2.6240 -3.6451 -1.9462 0.231 0.043 -0.204
H 1.1504 -4.5812 -1.6825 0.001 -0.123 0.050
H 2.3154 -4.2498 -0.3460 -0.141 -0.181 0.024
H 1.0405 -0.5279 -2.1106 0.108 0.090 -0.032
H -0.7753 -3.4822 1.9010 0.032 -0.101 0.139
H -2.1526 -4.3809 1.2249 0.043 -0.090 -0.004
H -2.3860 -2.7632 1.8813 -0.027 -0.021 0.132
H -1.5020 -3.2065 -2.9294 -0.016 -0.011 -0.080
H -1.7507 -4.6189 -1.9459 0.111 -0.021 0.108
H -3.7645 -2.9822 -3.1875 -0.037 0.172 0.149
H -3.9911 -2.7698 -1.4803 -0.088 0.126 -0.065
H -3.7604 -5.5177 -2.8309 0.090 0.011 0.026
H -5.2771 -4.6403 -2.6185 -0.101 -0.083 0.120
H -5.0900 -3.7183 -0.1303 -0.227 0.101 -0.262
H -3.2251 -0.2315 0.3521 -0.372 -0.177 -0.211
H -3.3683 2.1867 -1.6300 -0.058 0.400 -0.322
H -0.9912 -0.6950 -3.2633 0.275 -0.061 -0.049
C 6.1881 -0.5797 0.0781 0.069 0.026 0.030
S 5.1764 -2.0518 -0.1674 -0.133 -0.021 -0.102
O 3.9853 -1.9030 0.6992 0.338 0.009 0.209
C 6.3029 -3.1770 0.6759 0.069 -0.023 0.018
H 5.6384 0.2592 -0.3428 -0.020 0.002 -0.004
H 6.3487 -0.4222 1.1452 -0.034 -0.014 0.001
H 7.1388 -0.6976 -0.4429 -0.008 0.007 -0.017
H 6.4541 -2.8362 1.7006 -0.035 0.009 -0.002
H 7.2502 -3.2216 0.1377 -0.011 -0.012 -0.016
H 5.8328 -4.1578 0.6734 -0.020 -0.007 -0.008
C -3.5385 5.3519 1.0777 -0.152 -0.012 0.002
S -4.5057 5.0799 -0.3996 0.274 -0.019 0.057
O -4.2217 3.6725 -0.8096 -0.125 -0.142 -0.008
C -3.5044 6.1167 -1.4701 -0.007 0.035 -0.118
H -3.9748 4.7607 1.8752 -0.022 -0.024 0.035
H -2.5115 5.0345 0.9004 0.005 0.041 0.002
H -3.5723 6.4072 1.3499 -0.025 -0.005 0.004
H -2.4737 5.7630 -1.4426 -0.010 -0.003 0.044
H -3.5656 7.1485 -1.1241 0.004 0.006 -0.004
H -3.9038 6.0381 -2.4792 -0.004 -0.014 -0.007
C 3.0648 -4.2572 -5.7638 -0.047 -0.004 -0.089
S 4.2204 -5.1889 -4.7556 -0.121 -0.029 -0.040
O 4.3702 -4.4307 -3.4924 0.227 0.011 0.112
C 5.6763 -4.8350 -5.7523 0.031 0.032 -0.070
H 2.0946 -4.3113 -5.2746 -0.002 0.006 0.031
H 3.3913 -3.2191 -5.8179 0.012 0.000 0.040
H 3.0067 -4.7026 -6.7574 -0.018 -0.003 0.002
H 5.8155 -3.7558 -5.8146 -0.017 0.004 0.026
H 5.5515 -5.2677 -6.7450 0.006 -0.009 -0.001
H 6.5295 -5.2921 -5.2560 0.001 -0.010 0.019
C 1.8602 3.7461 0.0184 0.063 -0.004 -0.002
S 0.2581 4.3351 -0.5413 0.081 -0.113 -0.119
O -0.2879 5.1759 0.5658 -0.034 0.259 0.133
C -0.5871 2.7698 -0.4490 0.128 0.074 0.117
H 2.5293 4.6023 0.0768 -0.008 0.020 -0.002
H 1.7474 3.2908 1.0021 -0.034 -0.007 -0.010
H 2.2452 3.0217 -0.6990 -0.003 -0.018 0.008
H -0.5282 2.3824 0.5667 0.063 0.023 0.014
H -0.1425 2.0703 -1.1565 -0.052 0.017 -0.003
H -1.6250 2.9374 -0.7209 0.119 0.067 0.035
C -1.2771 7.2658 4.4114 -0.131 0.027 0.082
S -1.1214 5.4975 4.1254 0.255 -0.186 -0.233
O -2.4626 4.9860 3.7327 -0.052 0.180 0.211
C -0.8558 4.9987 5.8216 -0.155 0.039 -0.004
H -1.4943 7.7365 3.4547 0.018 -0.032 -0.024
H -2.0909 7.4503 5.1137 -0.006 -0.009 -0.003
H -0.3340 7.6464 4.8031 0.012 -0.006 -0.004
H -1.6790 5.3346 6.4537 -0.032 0.028 -0.061
H 0.0926 5.4082 6.1702 0.034 -0.070 0.002
H -0.8145 3.9081 5.7980 0.113 0.097 0.194
C 1.0376 1.1035 3.8617 0.023 -0.029 -0.051
S -0.3880 1.0602 4.9475 -0.104 0.060 -0.071
O -0.0699 1.9309 6.1220 0.093 -0.075 -0.016
C -0.1717 -0.6294 5.4938 0.032 -0.073 0.056
H 1.1011 2.1102 3.4524 -0.029 0.008 0.002
H 1.9365 0.8732 4.4338 -0.020 -0.003 0.012
H 0.8920 0.3840 3.0547 0.019 0.019 -0.026
H 0.8099 -0.7362 5.9559 -0.010 0.017 -0.010
H -0.2774 -1.2935 4.6392 -0.006 -0.068 -0.069
H -0.9538 -0.8388 6.2197 -0.013 0.012 0.014
```
Forces are in eV/Å.

For the highest occupied orbital energy, the calculation gives -0.129 hartree. As for the net charge: -1. Its spin multiplicity is 1. The frontier orbital gap comes out at 5.52 eV.


Question: Among the records above, which one has the highest highest occupied orbital energy?
Answer: C18H52N4O10S


Question: Among the records above, which one has the highest frontier orbital gap?
Answer: C18H52O14


Question: What is the formula in the second record?
Answer: C18H52O14


Question: Which value of net charge does entry 1 give?
Answer: -2